3
Properties=species:S:1:pos:R:3:forces:R:3 method="wB97M-V/def2-TZVPD" lumo_ha=-0.02680 homo_energy_ev=-8.38 e_above_lowest_kcal_mol=145.44 homo_lumo_gap_ev=7.652
Ca -7.3837 -17.7230 -15.1513 4.92 11.67 10.58
I -9.2625 -18.7503 -15.5361 -12.54 -5.94 -1.60
I -6.2651 -18.7872 -16.7109 7.61 -5.72 -8.98

=====

5
Properties=species:S:1:pos:R:3:forces:R:3 method="wB97M-V/def2-TZVPD" lumo_ha=0.17967 homo_energy_ev=-2.02 total_charge=-2 homo_lumo_gap_ev=6.910
Ca 0.0899 0.0765 0.0142 -0.86 -0.48 0.14
I 0.9282 -1.0865 2.5617 0.13 -0.15 0.56
I -2.1766 1.9432 -0.3114 -0.29 0.38 0.07
I 2.3888 1.3180 -0.9647 1.07 0.56 -0.52
I -1.2303 -2.2511 -1.2998 -0.04 -0.31 -0.23

=====

21
Properties=species:S:1:pos:R:3:forces:R:3 method="wB97M-V/def2-TZVPD" lumo_ha=-0.41411 homo_energy_ev=-16.15 total_charge=+2 homo_lumo_gap_ev=4.882
Cd 24.2296 0.4191 -1.5895 1.87 0.36 -2.09
Cd 27.5567 1.7200 -4.0882 -0.82 -2.25 1.03
O 27.0628 0.2068 -1.6917 -1.26 1.00 -1.03
H 27.2838 -0.7448 -1.7022 -0.13 0.49 -0.33
O 24.5411 1.4518 -4.3929 0.76 -0.35 2.28
H 23.7381 1.3105 -4.9311 0.67 0.02 0.02
O 23.9886 -2.5007 -2.6148 0.24 1.10 0.35
H 23.1570 -2.7299 -3.0297 -0.37 -0.09 -0.30
H 24.1792 -3.2385 -2.0356 0.12 -0.35 0.28
O 30.4501 1.2051 -3.8091 -1.19 0.27 -0.26
H 31.0434 1.2190 -4.5601 0.18 0.04 -0.43
H 31.0107 0.9876 -3.0644 0.04 -0.06 0.52
O 24.5550 3.4150 -0.5826 -0.02 -0.91 -0.48
H 24.4598 3.9814 0.1831 -0.16 0.09 0.46
H 25.1562 3.8881 -1.1579 0.06 0.23 -0.16
O 28.9568 1.5762 1.2906 -0.01 0.16 0.07
H 28.8240 0.6327 1.1989 0.02 -0.29 0.08
H 28.7385 1.9340 0.4300 -0.04 0.10 -0.16
O 27.6588 -1.4411 -4.9892 -0.07 0.88 0.36
H 27.7828 -1.6611 -4.0659 0.05 -0.23 0.21
H 27.7547 -2.2749 -5.4496 0.05 -0.21 -0.41

=====

80
Properties=species:S:1:pos:R:3:forces:R:3 method="wB97M-V/def2-TZVPD" lumo_ha=-0.09860 homo_energy_ev=-12.83 total_charge=+1 homo_lumo_gap_ev=10.143
Cd 0.2556 -0.4460 -0.0091 0.90 0.43 -2.34
P 3.0074 2.5370 -3.0202 1.06 0.36 -1.63
F 3.5825 1.3474 -3.9594 0.36 -0.22 0.69
F 2.8179 3.3811 -4.4141 -0.05 0.25 1.37
F 1.4861 1.9010 -3.2551 0.11 0.06 0.44
F 2.3700 3.6655 -2.0883 -0.47 0.45 -0.15
F 3.2184 1.6099 -1.7014 -0.32 -0.62 0.11
F 4.4874 3.1970 -2.7325 -0.97 -0.69 -0.73
O -0.7287 -0.2737 1.7099 -1.53 0.16 3.26
H -1.2969 0.3004 2.2235 -0.34 0.52 -0.13
H -0.5000 -0.9839 2.3095 0.24 -0.41 0.69
O 1.1200 -0.8127 -1.9595 0.57 0.28 -0.68
H 1.0132 -1.5776 -2.5250 -0.01 -0.65 -0.38
H 1.9611 -0.4373 -2.2198 0.36 0.71 -0.16
O -0.3064 3.9421 -1.2052 -0.52 -0.23 0.23
H -0.0476 4.8629 -1.2441 0.39 0.25 0.21
H -0.5089 3.7113 -2.1118 0.00 -0.21 -0.43
O 4.6232 -1.5689 0.5261 -0.11 -0.33 0.07
H 5.3243 -0.9807 0.8066 0.18 0.30 0.07
H 4.8253 -1.7638 -0.3890 0.23 -0.06 -0.34
O 2.0320 -1.0151 0.8298 1.45 -0.50 1.48
H 2.7697 -1.4779 0.4325 0.62 -0.14 -0.13
H 2.4296 -0.4623 1.5025 0.25 0.18 0.33
O -1.0454 4.6429 1.9235 -0.15 0.03 0.40
H -0.1066 4.6653 1.7382 0.25 0.14 -0.22
H -1.3739 3.9049 1.4100 -0.08 -0.15 -0.32
O -5.1762 0.0955 0.0519 -0.40 -0.24 -0.51
H -4.4615 0.3773 0.6228 0.51 0.19 0.33
H -5.8834 -0.1416 0.6518 -0.37 -0.16 -0.02
O -3.3631 -0.9968 2.9690 -0.04 -0.55 0.52
H -4.1881 -1.4750 2.8860 -0.28 -0.22 0.13
H -3.5419 -0.1404 2.5808 0.28 0.39 -0.46
O -1.7151 -3.0791 2.2257 0.65 -0.85 0.05
H -2.3695 -3.7739 2.1519 -0.08 -0.30 -0.12
H -2.2021 -2.3252 2.5582 -0.47 0.82 0.11
O -1.5400 -0.4249 -1.0613 -1.54 0.90 -1.20
H -2.1078 -1.1948 -1.0939 -0.76 -0.88 0.43
H -1.8074 0.1026 -1.8139 0.09 0.37 -0.43
O -0.2218 -2.4925 0.0034 -0.40 -1.98 -0.31
H -0.3938 -3.0352 0.7729 -0.43 -0.20 0.56
H -0.1982 -3.1115 -0.7264 0.33 -0.31 -0.31
O 0.4426 -2.1697 3.7621 0.36 0.30 -0.20
H 0.0487 -3.0133 3.5394 -0.60 -0.41 -0.21
H 0.6779 -2.2513 4.6863 0.03 0.20 0.33
O -3.2605 1.3376 1.5777 0.04 -0.69 1.53
H -3.9103 1.8205 2.0885 -0.08 0.52 0.32
H -3.2617 1.7658 0.7216 0.31 0.71 -1.38
O 0.5371 1.5749 -0.1259 0.39 1.76 0.35
H 1.0905 1.9652 0.5506 0.43 0.17 0.49
H 0.2070 2.3213 -0.6261 -0.19 0.92 -0.70
O 1.1838 -2.9568 -3.4546 -0.28 -0.26 -0.13
H 0.7111 -3.0650 -4.2798 -0.11 0.02 -0.30
H 1.9107 -3.5769 -3.5112 0.29 -0.14 0.13
O 2.4998 4.7935 0.5006 -0.34 0.31 0.27
H 2.2966 4.5175 1.3943 0.18 -0.04 0.25
H 2.5034 3.9815 -0.0064 0.18 -0.23 -0.55
O -2.9769 -1.3952 -3.6450 0.27 0.24 -0.30
H -2.3153 -1.8676 -4.1503 0.19 -0.23 -0.08
H -3.4452 -0.8703 -4.2942 -0.29 0.17 -0.15
O 2.0840 2.0065 2.4837 -0.40 0.24 -0.46
H 2.6715 1.3433 2.8460 0.37 -0.36 0.10
H 2.0086 2.6639 3.1754 -0.13 0.23 0.15
O 3.4072 -0.1707 3.6905 -0.13 -0.02 -0.17
H 3.4591 0.1425 4.5935 0.01 0.15 0.33
H 3.9166 -0.9812 3.6879 0.22 -0.25 -0.15
O -1.6694 1.9910 -3.2002 -0.38 -0.08 0.45
H -2.2484 2.4570 -3.8033 -0.18 0.23 -0.25
H -0.9886 1.6187 -3.7606 0.67 -0.11 -0.08
O -3.7305 -2.0538 -1.2004 0.51 -0.55 0.58
H -3.5056 -1.8024 -2.0962 -0.31 -0.20 -0.72
H -4.1982 -1.2963 -0.8488 -0.63 0.38 0.40
O 2.2596 -4.0143 2.4328 0.13 -0.23 -0.34
H 2.6657 -4.3990 3.2095 0.16 -0.27 0.10
H 1.9362 -3.1630 2.7277 -0.20 0.55 0.07
O -3.3878 2.4874 -0.7475 -0.08 0.20 0.06
H -4.2850 2.6670 -1.0288 -0.40 0.07 0.03
H -2.9493 2.1656 -1.5352 0.55 -0.10 -0.31
O 1.4197 -4.8406 -0.2977 -0.23 0.07 -0.47
H 2.0012 -4.5432 0.4020 0.15 0.14 0.64
H 1.9547 -5.4431 -0.8145 0.03 -0.26 -0.12

=====

15
Properties=species:S:1:pos:R:3:forces:R:3 method="wB97M-V/def2-TZVPD" lumo_ha=-0.29955 homo_energy_ev=-16.39 e_above_lowest_kcal_mol=0.00 total_charge=+2 homo_lumo_gap_ev=8.236
Sr -1.9954 -0.6107 2.2984 1.16 -1.81 -0.27
Sr -1.3964 -2.2176 -1.4822 -0.05 0.65 1.71
Sr 0.0576 2.0767 -0.3510 0.29 -1.12 -0.94
F -2.2029 -2.6458 0.8542 0.40 1.25 -0.97
F -1.2432 -0.1122 0.0384 -0.30 0.60 -0.26
Cl 1.1131 -0.6490 3.1855 1.05 1.21 2.91
O 0.1341 -1.7022 3.4509 -0.38 -0.24 -0.67
O 0.7764 -0.1025 1.8780 -0.83 0.38 -2.29
O 0.8687 0.4184 4.1119 -0.43 0.05 0.09
O 2.4577 -1.0669 3.2690 -0.65 -0.58 -0.70
Cl 0.3098 1.3152 -3.4863 -2.00 0.17 -3.44
O -0.7038 1.0113 -4.4608 0.78 -0.14 1.18
O 1.5926 1.2736 -4.0034 1.58 -0.44 -0.29
O 0.0546 2.6323 -2.9466 -0.33 0.92 2.03
O 0.1771 0.3795 -2.3559 -0.28 -0.90 1.91

=====

5
Properties=species:S:1:pos:R:3:forces:R:3 method="wB97M-V/def2-TZVPD" lumo_ha="-0.07870 / -0.07868" homo_energy_ev="-8.34 / -8.34" e_above_lowest_kcal_mol=78.33 homo_lumo_gap_ev="6.201 / 6.202"
F -1.2237 1.4086 -0.6999 2.19 -0.53 0.00
P 0.3179 0.8531 -0.9021 -2.37 -0.98 0.23
S -0.5793 -2.9749 0.4726 0.02 0.47 -0.39
Cl 0.0998 -1.0451 0.6355 0.22 0.67 -0.17
Cl 1.3853 1.7582 0.4940 -0.06 0.38 0.32

=====

6
Properties=species:S:1:pos:R:3:forces:R:3 method="wB97M-V/def2-TZVPD" lumo_ha="0.02136 / -0.07165" homo_energy_ev="-8.62 / -9.53" spin_multiplicity=3 e_above_lowest_kcal_mol=19.61 homo_lumo_gap_ev="9.204 / 7.580"
N -0.3249 -1.2778 0.1439 1.79 -0.65 0.26
N -0.3214 1.2423 -0.1400 -0.01 -0.82 -2.79
Cl -1.9615 -1.2966 -0.0323 0.21 -2.47 -0.91
Cl -1.9163 1.3093 0.0323 -1.19 2.85 0.26
H 0.2722 -0.9062 -0.6627 -2.05 -0.51 0.57
H 0.0457 1.6656 0.6371 1.24 1.60 2.60

=====

8
Properties=species:S:1:pos:R:3:forces:R:3 method="wB97M-V/def2-TZVPD" lumo_ha=-0.06365 homo_energy_ev=-10.44 e_above_lowest_kcal_mol=112.73 homo_lumo_gap_ev=8.709
H 0.3964 -1.2608 0.4347 -0.01 -0.21 -0.07
N -0.0909 -0.6574 1.0960 0.86 1.14 0.60
P 0.5911 0.7657 1.1915 0.27 -2.05 -1.83
O 1.8047 0.8497 0.0343 0.29 0.07 -0.47
Cl 2.1635 -0.0856 -1.4354 -0.87 0.74 1.99
O -2.0806 -0.2680 -0.5480 1.70 0.85 0.68
Cl -1.3828 1.2802 -0.9943 -0.86 -1.72 0.55
H -1.4013 -0.6239 0.2211 -1.38 1.18 -1.44

=====

9
Properties=species:S:1:pos:R:3:forces:R:3 method="wB97M-V/def2-TZVPD" lumo_ha=-0.07238 homo_energy_ev=-9.12 e_above_lowest_kcal_mol=107.57 homo_lumo_gap_ev=7.149
N -1.5260 0.2165 -0.0933 0.68 -0.68 2.92
O 0.8687 0.4070 1.5772 -0.20 -0.27 -2.89
O 0.4813 -1.1363 -1.0861 0.74 -2.38 0.33
P -0.0133 0.2899 -0.7355 0.57 2.64 1.74
S 0.5703 1.5957 -2.0213 -0.52 -1.01 1.16
Cl 2.5578 0.2616 1.5122 -0.86 0.03 0.03
Cl 0.4566 -2.5314 -0.0343 -0.19 1.32 -0.62
H -2.0775 1.0988 -0.0514 0.84 -0.91 0.00
H -1.3178 -0.2018 0.9326 -1.05 1.26 -2.67

=====

7
Properties=species:S:1:pos:R:3:forces:R:3 method="wB97M-V/def2-TZVPD" lumo_ha=-0.01732 homo_energy_ev=-8.83 e_above_lowest_kcal_mol=57.10 smiles="N=P(S)(Cl)Cl" homo_lumo_gap_ev=8.354
N 1.5777 0.6955 -0.9319 -4.67 -3.26 2.96
P 0.2288 0.1781 0.2616 4.62 0.41 -4.82
S -1.1981 -1.0337 -0.7720 0.80 0.67 0.55
Cl 0.7290 -0.8857 1.9217 -0.16 0.21 -0.08
Cl -0.6307 1.7823 0.9631 -0.57 0.63 0.51
H 1.3669 -0.1831 -1.5345 0.78 1.48 0.62
H -2.0736 -0.5533 0.0919 -0.80 -0.12 0.27